Below is the molecule C29H28F4N4O4, with properties calculated with the ωB97M-V functional and the def2-TZVPD basis.

Summary:
- SMILES string: COc1cccc(N2CCN(C3=Nc4c(F)cccc4[C@H](CC(=O)O)N3c3cc(C(F)(F)F)ccc3OC)CC2)c1
- Orbital gap: 7.8 eV
- E: -2041.38000 hartree
- Lowest unoccupied orbital energy: 0.51 eV
- Net charge: 0

Element x y z (Å)
C 6.467 4.373 1.023
H 7.417 3.841 1.033
O 5.547 3.501 0.417
C 4.258 3.929 0.254
C 3.414 3.016 -0.373
C 2.072 3.306 -0.611
C 1.598 4.558 -0.191
C 2.435 5.451 0.439
C 3.769 5.157 0.673
H 4.397 5.882 1.166
H 2.046 6.410 0.750
H 0.577 4.847 -0.382
N 1.237 2.446 -1.308
C 1.739 1.209 -1.863
H 1.079 0.937 -2.692
C 1.695 0.086 -0.821
N 0.334 -0.079 -0.354
C -0.342 -1.200 -0.670
N 0.215 -2.075 -1.442
C -0.441 -3.255 -1.678
C 0.242 -4.368 -2.176
C -0.405 -5.552 -2.456
C -1.771 -5.654 -2.239
C -2.476 -4.570 -1.746
C -1.821 -3.383 -1.473
C -2.529 -2.152 -0.973
N -1.624 -1.377 -0.140
C -1.949 -1.122 1.187
C -3.235 -0.731 1.534
C -3.574 -0.507 2.863
C -2.629 -0.651 3.863
C -1.343 -1.044 3.531
C -0.987 -1.296 2.214
O 0.233 -1.728 1.818
C 1.237 -1.943 2.780
H 2.101 -2.294 2.219
H 1.495 -1.017 3.305
H 0.942 -2.706 3.506
H -0.622 -1.175 4.322
H -2.892 -0.470 4.893
C -4.975 -0.074 3.170
F -5.894 -0.842 2.555
F -5.269 -0.102 4.476
F -5.221 1.187 2.755
H -3.983 -0.590 0.769
H -3.390 -2.445 -0.363
C -3.059 -1.295 -2.158
C -1.940 -0.870 -3.074
O -1.406 0.210 -3.058
O -1.614 -1.828 -3.940
H -0.846 -1.568 -4.474
H -3.550 -0.401 -1.770
H -3.764 -1.902 -2.725
H -3.540 -4.644 -1.578
H -2.281 -6.578 -2.460
H 0.164 -6.384 -2.840
F 1.575 -4.286 -2.385
C -0.242 1.138 0.162
H 0.311 1.436 1.063
C -0.134 2.261 -0.892
H -0.720 1.973 -1.769
H -0.545 3.177 -0.472
H -1.288 0.995 0.423
H 2.321 0.352 0.039
H 2.022 -0.862 -1.245
H 2.746 1.349 -2.252
H 3.859 2.078 -0.662
H 6.579 5.301 0.452
H 6.177 4.614 2.052


Below is a structure of composition C8H10FeO5S in a non-equilibrium geometry, with properties calculated with the ωB97M-V functional and the def2-TZVPD basis.

Summary:
- Multiplicity: 6
- Energy above the lowest of the compared OMol25 structures with the same formula, charge and spin: 0.0 kcal/mol
- Orbital gap (alpha / beta): 8.0 / 5.6 eV
- E: -2347.52496 hartree
- Lowest unoccupied orbital energy (alpha / beta): -11.55 / -15.47 eV
- Net charge: +3

Element x y z (Å)
Fe 0.209 0.095 -0.323
O 0.364 3.003 -0.171
C 0.287 1.877 -0.426
C 0.097 -1.676 -0.560
O 0.026 -2.805 -0.307
C 1.951 0.035 -0.599
O 3.091 -0.020 -0.378
C -1.550 0.211 -0.727
O -2.670 0.233 -0.402
C 0.220 0.763 -5.223
H -0.685 1.384 -5.238
H 1.181 1.294 -5.215
C 0.157 -0.575 -5.286
H 1.062 -1.194 -5.331
H -0.803 -1.104 -5.353
C 0.198 -1.420 3.746
S -0.843 -0.385 2.731
C -0.869 1.075 3.758
O 0.072 0.026 1.537
H -0.313 -1.579 4.702
H 1.181 -0.959 3.912
H 0.316 -2.389 3.248
H 0.147 1.448 3.947
H -1.465 1.846 3.254
H -1.361 0.817 4.703